The following is a DFT calculation (ωB97M-V/def2-TZVPD) of a 10-piece molecular cluster, C25H66NO21S overall in a non-equilibrium geometry.

The geometry in XYZ format:
```
114
Properties=species:S:1:pos:R:3:forces:R:3
C -1.602 5.460 -1.382 -2.00 -6.52 8.57
C -1.183 4.049 -1.897 -1.03 -1.86 3.25
C -0.912 2.938 -0.745 1.44 2.39 1.51
C -2.153 2.517 -0.047 -1.83 -1.06 0.29
C -2.962 1.558 -1.112 0.14 13.07 1.51
C -3.501 2.496 -2.224 0.24 -1.24 -0.51
N -2.400 3.449 -2.711 1.85 1.11 -6.03
O -2.370 3.679 -3.988 -0.35 -1.00 6.72
C -4.714 3.320 -1.819 2.44 0.53 5.37
C -3.911 1.645 -3.412 0.19 0.37 -1.57
C 0.046 4.308 -2.663 -2.15 -3.37 -3.55
H -2.539 5.451 -0.631 1.62 -0.03 -2.15
H -1.713 6.018 -2.119 -1.05 5.45 -6.36
H -0.854 5.733 -0.670 0.90 0.44 -0.04
H -0.165 3.322 0.060 -1.26 0.47 -1.33
H -0.262 2.145 -1.031 -0.04 -0.96 -1.32
H -2.681 3.545 0.245 0.54 -2.65 -0.15
H -1.935 1.819 0.841 -0.24 1.49 -1.08
H -3.497 0.904 -0.696 -6.08 -4.23 3.45
H -2.333 0.960 -1.413 7.25 -5.48 -4.00
H -4.422 3.875 -0.726 -0.75 -0.84 -3.29
H -5.403 2.606 -1.376 -0.66 0.02 -0.96
H -4.955 3.984 -2.593 -1.08 0.86 -0.74
H -4.584 2.189 -4.140 0.25 -0.85 1.10
H -4.294 0.790 -2.878 -0.94 -0.44 -0.53
H -3.098 1.258 -4.058 -0.01 0.29 0.79
H 0.700 4.677 -1.994 2.29 1.98 1.88
H -0.345 4.884 -3.485 1.17 0.82 -0.56
H 0.506 3.359 -3.024 -0.42 0.55 0.01
S 0.475 -0.821 0.415 1.15 0.84 6.57
O -0.364 -1.021 -0.664 -3.61 -0.58 -5.12
O 1.766 -0.304 0.054 0.74 1.26 -0.34
O -0.210 0.046 1.389 0.10 0.43 -0.65
O 0.712 -2.102 1.097 -0.07 -0.57 0.08
C 3.055 -1.660 5.164 -2.30 -1.63 -2.51
C 2.243 -1.477 3.799 -0.74 1.33 2.02
O 2.729 -2.330 2.889 -1.41 -2.28 -3.45
O 2.804 -0.509 5.951 0.19 -0.20 1.18
H 4.032 -1.672 4.769 1.60 0.05 -0.08
H 2.921 -2.850 5.530 -0.22 3.69 0.06
H 2.464 -0.517 3.369 0.37 1.59 0.65
H 1.112 -1.421 3.820 0.87 -0.62 0.81
H 2.030 -2.236 2.120 2.32 -0.78 1.58
H 3.153 0.294 5.509 -0.30 -1.13 0.08
C -1.129 2.224 5.533 -4.24 -4.51 -1.31
C -1.251 1.475 4.096 7.07 1.54 4.05
O 0.123 1.491 3.414 -0.75 4.48 7.28
O -2.537 2.380 6.122 2.88 -0.21 0.32
H -0.838 3.072 5.116 1.71 4.42 -0.46
H -0.487 1.751 6.253 0.04 -0.05 0.20
H -1.711 2.103 3.529 -3.81 3.71 -3.33
H -1.584 0.552 4.059 -1.84 -4.52 0.22
H -0.062 0.953 2.758 -0.56 -4.29 -5.51
H -3.183 2.387 5.430 -0.25 -0.06 -0.84
C 4.884 -0.531 -0.955 0.98 0.00 2.87
C 4.312 -1.332 -2.009 -1.22 1.81 -3.38
O 2.978 -0.769 -2.113 1.64 -1.01 -4.28
O 4.281 -0.917 0.300 -0.56 -0.02 0.04
H 4.758 0.561 -0.962 0.35 -0.26 -1.09
H 5.906 -0.879 -0.896 0.81 0.55 0.51
H 4.339 -2.365 -1.750 -0.26 -0.91 0.32
H 4.888 -1.245 -3.062 -1.46 0.15 2.19
H 2.544 -0.829 -1.304 -1.06 -0.37 2.00
H 3.287 -0.753 0.297 1.99 -0.19 0.05
C 1.536 -6.681 0.211 -0.19 0.07 -0.87
C 1.186 -5.328 0.802 -1.50 1.91 2.17
O 1.852 -4.185 0.335 1.81 -0.06 -0.32
O 0.875 -7.686 1.004 -3.27 -0.53 -0.74
H 2.677 -6.880 0.059 -2.15 0.24 0.60
H 0.982 -6.768 -0.726 0.96 0.33 -0.68
H 1.137 -5.441 1.971 0.67 0.22 -1.81
H 0.175 -4.959 0.565 -0.72 -1.67 0.08
H 1.321 -3.338 0.453 0.72 -1.77 -0.09
H -0.167 -7.709 0.691 4.26 0.26 1.28
C -1.539 -2.499 3.265 -1.52 -0.59 3.67
C -2.550 -2.369 2.230 -1.13 2.43 0.14
O -2.661 -1.008 1.845 -0.50 1.69 0.11
O -0.603 -3.370 2.943 3.71 -4.55 -1.37
H -1.959 -2.684 4.362 0.54 -0.04 -2.08
H -0.928 -1.697 3.387 0.39 4.04 0.45
H -3.484 -2.840 2.451 -1.06 0.35 0.48
H -2.281 -2.794 1.350 1.46 -2.30 -2.40
H -1.742 -0.613 1.731 -1.15 -0.78 0.19
H 0.050 -2.976 2.275 -1.54 -0.58 1.32
C 4.067 3.539 0.619 -1.59 -2.59 -2.56
C 2.999 2.444 0.771 -5.36 4.68 -2.40
O 2.463 2.115 -0.534 -0.87 -1.14 0.66
O 4.377 4.037 1.830 -2.71 6.19 -0.66
H 3.622 4.327 -0.089 1.30 -1.11 0.85
H 4.933 2.867 0.285 -0.69 1.66 -0.76
H 2.092 2.636 1.511 1.39 0.98 -1.32
H 3.267 1.648 1.230 3.11 -5.63 2.63
H 1.930 1.216 -0.435 1.80 2.24 -0.15
H 4.846 3.407 2.194 3.79 -4.61 3.58
C -2.575 -2.665 -2.382 -1.74 -1.06 0.91
C -1.679 -3.895 -1.828 0.54 10.91 -3.27
O -0.480 -3.267 -1.821 3.42 1.12 3.38
O -2.962 -1.790 -1.230 -5.04 -1.95 -4.82
H -3.490 -3.026 -2.873 -0.19 0.37 0.33
H -2.056 -2.023 -3.069 0.60 -0.12 -0.45
H -1.876 -4.745 -2.152 -0.50 -7.71 -4.29
H -2.083 -3.896 -0.980 -2.97 -0.49 7.74
H -0.463 -2.587 -0.931 0.26 -2.59 -3.85
H -2.220 -1.723 -0.771 5.05 0.98 3.49
C -0.236 0.358 -5.551 5.10 -0.92 1.34
C 0.173 -0.493 -4.189 3.19 5.17 0.10
O -0.331 0.228 -3.091 -1.87 1.02 0.92
O 0.304 -0.403 -6.661 -2.17 -0.22 0.52
H 0.146 1.421 -5.711 0.23 -1.20 1.13
H -1.232 0.558 -5.456 -3.25 -0.55 -0.68
H 1.282 -0.458 -3.850 -1.17 -0.75 -2.01
H -0.213 -1.430 -4.145 -1.03 -2.99 -0.77
H -0.407 -0.349 -2.304 0.24 0.20 -0.37
H 1.036 0.083 -6.997 0.77 0.48 -0.28
```
Positions in Å, forces in eV/Å.

Computed properties:
Relative energy (zero: lowest compared OMol25 entry of this formula, charge and spin) (kcal/mol): 170.26
HOMO-LUMO gap (eV): 3.8
Charge: -1
LUMO (Ha): -0.07877